42
Properties=species:S:1:pos:R:3 method="wB97M-V/def2-TZVPD" spin_multiplicity=1 lumo_ev=0.480 homo_energy_ev=-8.4858 smiles="COC(=O)c1cccc(NC(=O)CCCOc2ccccc2)c1" energy_ev=-28655.218 orbital_gap_ev=8.97 relative_energy_kcal_mol=14.4
O -2.381 -0.385 0.644
O 3.152 1.321 5.595
O -1.941 -1.027 -3.669
O 3.570 -0.590 4.502
N -0.415 -1.170 1.485
C -1.503 -1.215 0.659
C -0.475 1.811 3.686
C -0.075 -0.204 2.436
C -0.883 0.892 2.734
C -1.342 -1.147 -2.397
C -1.512 -2.443 -0.243
C -1.569 0.740 -6.796
C -2.042 -0.096 -5.808
C 1.135 -0.356 3.104
C 4.395 1.180 6.265
C 2.847 0.353 4.720
C 1.540 0.573 4.055
C 0.729 1.666 4.350
C -2.174 -2.134 -1.583
C -0.444 1.520 -6.574
C -1.396 -0.167 -4.572
C 0.197 1.453 -5.352
C -0.269 0.616 -4.350
H -0.073 2.175 -7.348
H 4.422 0.242 6.823
H -1.821 1.015 2.220
H -2.297 -3.050 -2.162
H 0.256 -1.922 1.408
H -2.079 0.784 -7.747
H 1.046 2.384 5.089
H 4.476 2.029 6.939
H 1.785 -1.194 2.898
H -2.916 -0.710 -5.962
H 5.216 1.182 5.545
H -1.112 2.654 3.908
H 0.253 0.587 -3.406
H -0.310 -1.518 -2.501
H 1.073 2.057 -5.167
H -3.159 -1.700 -1.409
H -0.498 -2.816 -0.399
H -1.318 -0.174 -1.889
H -2.087 -3.218 0.271

***

13
Properties=species:S:1:pos:R:3 method="wB97M-V/def2-TZVPD" spin_multiplicity=1 lumo_ev=0.977 homo_energy_ev=-10.7790 energy_ev=-6785.050 orbital_gap_ev=11.76 relative_energy_kcal_mol=79.8
N -2.317 0.428 0.603
C -0.786 -0.243 -0.214
C 1.317 -0.164 0.069
C -2.298 0.539 -0.583
C 0.119 -0.329 1.030
C 0.345 0.495 -0.936
H -0.984 -1.232 -0.627
H 2.161 0.436 0.417
H 0.450 0.303 -2.007
H 0.031 -1.230 1.640
H 0.274 1.572 -0.763
H 1.688 -1.128 -0.293
H -0.001 0.553 1.663

***

59
Properties=species:S:1:pos:R:3 method="wB97M-V/def2-TZVPD" spin_multiplicity=7 lumo_ev="-6.876 / -6.519" homo_energy_ev="-14.0870 / -14.0573" total_charge=+2 energy_ev=-73040.058 orbital_gap_ev="7.21 / 7.54"
Tb 0.853 0.054 1.697
Cl 0.469 1.918 3.289
P 0.563 0.691 -1.006
N -1.063 -1.007 1.675
N -2.059 -0.913 3.798
N 0.289 -1.399 3.496
C 2.288 0.636 -3.193
C -3.186 -0.549 -1.991
C -1.671 -1.490 -3.634
C -3.156 -0.083 3.290
C -0.579 -0.913 -2.984
C 2.132 0.304 -1.843
C 1.142 -2.306 2.648
C 4.591 -0.124 -3.092
C 3.520 0.408 -3.818
C -2.371 -1.569 5.064
C 0.347 2.488 -1.292
C 0.001 5.240 -1.611
C -0.660 2.963 -2.140
C 4.433 -0.431 -1.737
C 1.017 4.751 -0.783
C -0.814 -0.078 -1.883
C -1.005 -1.168 3.016
C 0.472 -1.581 4.940
C -0.829 4.341 -2.284
C 3.208 -0.233 -1.104
C 1.202 3.378 -0.619
C -2.964 -1.330 -3.134
C -2.120 0.117 -1.396
H 1.458 1.063 -3.762
H 1.527 -1.810 5.075
H -2.161 -2.654 5.033
H 0.230 -0.650 5.455
H -2.877 0.425 2.366
H -4.183 -0.438 -1.570
H -0.131 6.317 -1.730
H 3.084 -0.497 -0.041
H 0.433 -1.088 -3.339
H 1.754 -2.875 3.357
H -2.288 0.807 -0.563
H -1.972 -1.185 1.228
H 3.642 0.644 -4.874
H 1.920 -1.791 1.969
H -1.511 -2.072 -4.543
H -1.869 -1.082 5.917
H -4.059 -0.699 3.141
H -1.303 2.269 -2.680
H 5.560 -0.286 -3.566
H -3.812 -1.810 -3.619
H 1.997 2.993 0.024
H -3.449 -1.421 5.207
H 5.267 -0.834 -1.164
H -1.614 4.713 -2.937
H 1.678 5.439 -0.264
H -3.390 0.689 4.041
H 0.509 -2.980 2.050
H 0.435 -5.449 -4.461
H 1.184 -5.412 -4.426
H -0.105 -2.442 5.305

***

70
Properties=species:S:1:pos:R:3 method="wB97M-V/def2-TZVPD" spin_multiplicity=5 lumo_ev="-2.153 / -4.415" homo_energy_ev="-9.1577 / -11.9391" total_charge=+1 energy_ev=-59949.357 orbital_gap_ev="7.00 / 7.52" relative_energy_kcal_mol=0.0
Pd -1.640 0.781 -0.901
Si -2.010 3.171 -0.785
Si 0.025 1.080 1.818
O -0.844 0.479 -2.978
O -5.096 -1.618 -3.069
O 0.313 -0.526 -4.591
O -1.492 -1.903 -1.847
O 1.735 -3.332 -1.896
O -3.861 -0.038 -1.914
N 0.439 0.544 0.131
N 2.837 -3.253 0.072
C -0.845 4.093 -1.908
C 3.455 -2.511 1.169
C -2.281 4.667 1.518
C -0.880 3.099 3.274
C -0.433 -0.539 -3.505
C 1.854 -5.516 0.411
C -2.690 -2.528 -1.900
C 3.071 -4.700 0.003
C -0.997 -0.289 2.576
C 2.128 -2.691 -0.926
C -3.770 3.569 -1.227
C 1.236 1.475 -0.603
C 2.201 1.075 -1.468
C 1.824 -1.221 -0.817
C -4.385 -0.927 -2.471
C -1.507 4.244 3.738
C 1.668 1.308 2.671
C -2.203 5.044 2.849
C 2.510 -0.286 -1.645
C 0.846 -0.816 0.018
C -0.933 2.699 1.928
C 2.774 -2.741 2.510
C -1.666 3.504 1.031
C -0.718 -1.934 -3.040
H -1.147 5.142 -1.973
H 1.525 -5.262 1.419
H -4.470 2.967 -0.648
H 0.305 -1.510 0.646
H -2.689 5.950 3.186
H 2.096 -6.579 0.390
H -0.860 3.671 -2.914
H -3.135 -2.682 -0.927
H 0.180 4.071 -1.542
H 0.227 -2.453 -2.831
H -1.444 4.507 4.785
H -3.932 3.361 -2.287
H 2.855 -3.782 2.824
H 1.643 0.941 3.699
H 3.452 -1.452 0.918
H 3.281 -0.610 -2.328
H 1.714 -2.482 2.457
H 3.919 -4.916 0.653
H -2.843 5.294 0.835
H 1.000 2.512 -0.421
H -2.870 -3.226 -2.707
H 2.749 1.837 -2.008
H 4.501 -2.820 1.225
H -1.858 0.153 3.080
H -1.386 -1.021 1.865
H 1.032 -5.340 -0.282
H 1.972 2.355 2.690
H 2.442 0.748 2.137
H 3.243 -2.124 3.278
H -4.002 4.624 -1.057
H -0.415 -0.828 3.326
H -0.333 2.505 4.001
H 0.471 0.394 -4.859
H -1.245 -2.461 -3.839
H 3.357 -4.946 -1.019

***

11
Properties=species:S:1:pos:R:3 method="wB97M-V/def2-TZVPD" spin_multiplicity=1 lumo_ev="-0.272 / -0.465" homo_energy_ev="-8.6525 / -8.6782" energy_ev=-8990.108 orbital_gap_ev="8.38 / 8.21" relative_energy_kcal_mol=67.4
F 2.134 1.283 0.120
O -2.591 0.795 0.106
C 1.353 0.273 -0.510
C -0.484 -0.016 0.528
C -1.700 0.116 -0.391
C 0.725 -0.784 0.392
H -0.543 0.691 1.373
H 1.077 0.640 -1.409
H 0.480 -1.719 -0.085
H -1.727 -0.317 -1.456
H 1.276 -0.962 1.331

***

14
Properties=species:S:1:pos:R:3 method="wB97M-V/def2-TZVPD" spin_multiplicity=1 lumo_ev=0.638 homo_energy_ev=-7.5957 energy_ev=-8832.013 orbital_gap_ev=8.23 relative_energy_kcal_mol=96.6
O -1.448 0.946 1.836
N 0.105 -0.631 -0.843
C -0.757 0.902 0.877
C -1.205 -0.162 -0.936
C 0.372 -1.022 0.587
C 0.738 0.458 0.801
C 0.975 0.567 -0.702
H 1.966 0.405 -1.118
H 1.128 -1.807 0.630
H -1.424 0.350 -1.888
H 0.538 1.481 -1.122
H 1.466 0.805 1.541
H -1.935 -0.977 -0.828
H -0.520 -1.314 1.165